Below is a molecular structure, C22H41Cl3CoN3O5Si in a non-equilibrium geometry, with properties calculated with wB97M-V/def2-TZVPD.

## Properties
- Orbital gap (alpha / beta): 7.54 / 6.14 eV
- Spin multiplicity: 5
- Energy above the lowest of the compared OMol25 structures with the same formula, charge and spin: 0.0000 eV
- E_tot: -121262.06084 eV

Geometry (Å):
C -4.671 -5.874 -2.997
C -4.126 -6.683 -4.131
H -5.678 -5.513 -3.226
H -4.022 -5.015 -2.787
H -4.738 -6.480 -2.082
C -4.882 -7.257 -5.075
C -6.371 -7.245 -5.088
H -4.411 -7.773 -5.913
H -6.805 -6.270 -4.828
H -6.817 -7.990 -4.413
H -6.691 -7.499 -6.105
Co -0.619 -0.158 0.474
Cl 0.436 -1.113 2.118
Cl -1.766 -1.650 -0.658
C 1.859 -2.112 -0.843
O 1.359 -1.016 -1.132
N 2.600 -2.859 -1.700
C 2.983 -2.313 -2.990
C 2.946 -4.250 -1.447
H 1.745 -2.561 0.158
H 2.744 -1.245 -3.010
H 2.446 -2.830 -3.802
H 4.058 -2.473 -3.150
H 2.663 -4.511 -0.422
H 4.026 -4.401 -1.590
H 2.425 -4.921 -2.150
H -4.054 0.788 -0.928
H -3.219 -0.911 -2.641
C -3.626 1.604 -1.530
C -3.047 -0.027 -3.271
N -2.627 1.074 -2.440
H -3.154 2.322 -0.851
C -1.356 1.530 -2.525
O -0.514 1.188 -3.346
H -2.268 -0.249 -4.007
H -1.148 2.297 -1.749
H -4.437 2.090 -2.099
H -3.989 0.234 -3.772
O -2.151 -5.504 -4.660
C -2.609 -6.767 -4.181
C -1.898 -7.767 -6.410
C -2.050 -7.903 -5.026
H -2.157 -6.816 -6.893
C -1.442 -8.856 -7.163
H -2.282 -6.911 -3.141
C -1.718 -9.110 -4.394
H -1.305 -8.743 -8.243
C -1.170 -10.079 -6.545
C -1.303 -10.202 -5.157
H -1.836 -9.171 -3.309
H -0.857 -10.941 -7.142
H -1.079 -11.150 -4.669
Si -0.802 -4.533 -4.609
Cl -2.128 1.247 1.272
C -0.698 -3.751 -6.307
C 0.705 -5.572 -4.222
C -1.109 -3.250 -3.293
H -0.734 -4.520 -7.092
H 0.237 -3.182 -6.428
H -1.541 -3.063 -6.470
H -2.120 -2.830 -3.408
H -0.391 -2.416 -3.319
H -1.054 -3.694 -2.289
H 0.760 -6.437 -4.899
H 0.662 -5.954 -3.192
H 1.633 -4.993 -4.337
N 2.596 2.588 1.500
C 2.100 3.346 0.320
C 0.812 2.618 -0.079
O -0.062 3.246 -0.702
O 0.814 1.401 0.319
H 2.167 2.997 2.339
H 3.613 2.670 1.600
H 2.274 1.595 1.389
H 1.914 4.393 0.569
H 2.832 3.274 -0.485

Atoms 1-3, force components in eV/Å:
-0.18 0.00 0.19
0.06 -0.48 -0.84
0.20 0.03 0.14


Below is a molecular structure, C22H41Cl3N3O5PbSi in a non-equilibrium geometry, with properties calculated with wB97M-V/def2-TZVPD.

## Properties
- Orbital gap: 6.08 eV
- Total charge: -1
- Spin multiplicity: 1
- Energy above the lowest of the compared OMol25 structures with the same formula, charge and spin: 0.0560 eV
- E_tot: -88886.13866 eV

Geometry (Å):
C -1.596 -2.349 -2.640
C -1.147 -3.370 -1.638
H -1.406 -2.666 -3.668
H -1.090 -1.389 -2.462
H -2.678 -2.167 -2.559
C -0.688 -4.588 -1.947
C -0.437 -5.070 -3.338
H -0.494 -5.311 -1.151
H -0.659 -4.317 -4.101
H -1.055 -5.949 -3.550
H 0.607 -5.378 -3.474
Pb -0.147 0.203 0.659
Cl -2.694 0.011 1.301
Cl -0.035 1.347 -1.754
H 0.809 5.244 4.435
H -1.505 6.023 3.027
C 1.117 4.999 3.406
C -0.954 5.608 2.173
N -0.026 4.575 2.600
H 1.860 4.200 3.437
C -0.289 3.295 2.336
O 0.429 2.335 2.712
H -1.673 5.163 1.480
H -1.206 3.123 1.735
H 1.558 5.897 2.956
H -0.415 6.415 1.663
H 1.591 -1.662 -2.373
H 2.330 -3.851 -1.081
C 2.458 -1.150 -1.940
C 3.221 -3.243 -0.877
N 2.868 -1.845 -0.734
H 2.198 -0.113 -1.723
C 3.016 -1.223 0.450
O 2.636 -0.069 0.690
H 3.697 -3.590 0.047
H 3.515 -1.854 1.214
H 3.286 -1.201 -2.657
H 3.923 -3.351 -1.710
O -0.047 -1.992 -0.130
C -1.109 -2.843 -0.204
C 0.095 -4.194 1.617
C -1.092 -3.868 0.952
H 1.011 -3.657 1.365
C 0.106 -5.187 2.607
H -2.057 -2.285 -0.086
C -2.297 -4.428 1.402
H 1.046 -5.452 3.092
C -1.089 -5.821 2.978
C -2.297 -5.425 2.391
H -3.231 -4.068 0.960
H -1.085 -6.612 3.731
H -3.243 -5.878 2.703
Si -0.407 4.717 -4.556
Cl -0.648 3.168 -5.928
C 1.422 4.744 -4.158
C -1.543 4.314 -3.130
C -0.935 6.316 -5.392
H 1.732 3.771 -3.752
H 1.662 5.519 -3.418
H 2.006 4.946 -5.068
H -0.314 6.532 -6.272
H -0.852 7.170 -4.705
H -1.981 6.255 -5.723
H -1.269 3.353 -2.662
H -2.578 4.244 -3.494
H -1.501 5.094 -2.356
N 0.325 0.845 4.971
C -0.701 -0.170 4.610
C 0.118 -1.385 4.147
O 0.501 -2.057 5.125
O 0.323 -1.499 2.909
H 1.090 0.386 5.482
H -0.127 1.527 5.595
H 0.627 1.383 4.109
H -1.240 -0.403 5.528
H -1.350 0.209 3.817

Atoms 1-3, force components in eV/Å:
0.09 0.27 -0.11
0.34 -0.80 0.46
-0.01 0.18 0.11


Below is a molecular structure, C22H41ClNP3SeTi in a non-equilibrium geometry, with properties calculated with wB97M-V/def2-TZVPD.

## Properties
- Orbital gap: 3.00 eV
- Total charge: +4
- Spin multiplicity: 1
- Energy above the lowest of the compared OMol25 structures with the same formula, charge and spin: 0.0000 eV
- E_tot: -153775.94201 eV

Geometry (Å):
Ti -0.229 -0.873 -0.130
P 0.157 1.348 1.093
P -2.566 -0.071 -0.597
P 2.303 -0.733 -0.727
H -1.453 -2.240 -3.640
C -0.854 -2.732 -2.872
C -0.290 -2.008 -1.826
H -0.022 -0.923 -2.097
C 0.285 2.773 -0.036
C -1.126 1.889 2.279
C 1.615 1.567 2.174
C -3.415 -1.055 -1.877
C -3.566 -0.392 0.909
C -3.209 1.599 -0.998
C 2.834 -1.906 -2.039
C 3.295 -1.250 0.728
C 3.236 0.730 -1.329
H -0.573 -3.786 -3.059
H 0.401 -2.670 -1.212
H 0.369 3.671 0.587
H -0.600 2.851 -0.680
H 1.172 2.687 -0.676
H -0.710 2.760 2.804
H -1.323 1.101 3.020
H -2.065 2.171 1.794
H 1.449 2.499 2.729
H 2.548 1.649 1.606
H 1.703 0.741 2.895
H -4.311 -0.533 -2.236
H -3.708 -2.033 -1.477
H -2.752 -1.247 -2.722
H -4.638 -0.316 0.661
H -3.336 0.354 1.681
H -3.347 -1.391 1.303
H -4.301 1.527 -1.136
H -2.754 1.969 -1.923
H -3.016 2.311 -0.190
H 3.836 -1.642 -2.401
H 2.136 -1.883 -2.882
H 2.859 -2.928 -1.649
H 4.255 -1.664 0.383
H 2.738 -2.024 1.275
H 3.480 -0.402 1.399
H 4.196 0.391 -1.747
H 3.445 1.446 -0.528
H 2.674 1.239 -2.123
C -0.042 1.203 -5.689
C -0.382 -0.167 -5.736
C 0.126 -0.994 -6.741
C 0.864 -0.465 -7.800
C 1.111 0.911 -7.835
C 0.609 1.739 -6.828
Se -0.409 2.207 -4.068
H 1.008 2.442 -3.672
H -1.026 -0.548 -4.928
H -0.028 -2.079 -6.706
H 1.238 -1.156 -8.541
H 1.724 1.335 -8.634
H 0.752 2.818 -6.883
Cl -0.102 -2.740 5.418
C -0.323 -3.042 3.748
C -0.698 -4.330 3.356
C -0.940 -4.530 2.002
C -0.874 -3.471 1.106
N -0.418 -2.247 1.484
C -0.140 -2.020 2.811
H -0.807 -5.100 4.116
H -1.187 -5.523 1.627
H -1.177 -3.603 0.058
H 0.203 -1.019 3.099

Atoms 1-3, force components in eV/Å:
0.21 -0.59 2.65
0.14 1.64 0.39
-2.44 0.94 -0.12